# 1
ORCA calculation (ωB97M-V/def2-TZVPD) on a structure of composition C2H4N3ReS5SbSe.

Output
LUMO energy = -13.87 eV
gap between HOMO and LUMO = 5.30 eV
total charge = +3

Last column: Mulliken charge in e.
Element x y z (Å)
Re -0.26721 0.73358 -0.61398  1.11
S -0.86485 4.62196 -3.03970  -0.14
Sb -1.22509 4.43573 -0.83454  1.15
S 1.02662 2.44462 -0.32397  -0.08
S -2.17921 1.73858 -0.88011  -0.06
S -1.67026 4.87861 1.31677  -0.13
Se 0.90151 -0.96966 -4.86431  0.36
C 0.51432 -0.43552 -3.33488  0.69
N 0.22381 -0.04108 -2.19797  -0.83
N 1.54373 -1.83434 2.12476  -0.33
C 0.30153 -1.85603 1.71269  0.83
N -0.40129 -2.95346 1.59333  -0.34
S -0.56103 -0.31500 1.43925  -0.22
H 2.02004 -2.68040 2.42388  0.24
H 2.04542 -0.97147 2.27760  0.25
H -0.02857 -3.85957 1.86159  0.25
H -1.37949 -2.93654 1.33959  0.25


# 2
ORCA calculation (ωB97M-V/def2-TZVPD) on the molecule C8H15NO6.

Output
LUMO energy = 0.64 eV
gap between HOMO and LUMO = 8.87 eV
SMILES string = CCCCC(O)(O)C(O)(O)N1OC=CO1

Last column: Mulliken charge in e.
Element x y z (Å)
C 1.66747 0.15338 3.89002  -1.44
C 1.27126 0.78821 2.57419  -0.09
C 1.90286 0.09936 1.38738  -0.80
C 1.11069 0.35305 0.10225  -0.96
C 0.02590 -0.66325 -0.02837  0.65
O 0.49052 -1.97698 -0.31836  -0.64
O -0.55345 -0.71114 1.24312  -0.55
C -1.08765 -0.35565 -1.02162  0.47
O -1.66145 0.87159 -0.72630  -0.61
O -1.84445 -1.47076 -1.01594  -0.53
N -0.33732 -0.20427 -2.63029  0.06
O -0.39451 1.17926 -2.89592  -0.30
C -1.52788 1.33755 -3.66401  -0.46
C -2.17840 0.20874 -3.90151  0.02
O -1.35763 -0.79018 -3.43455  -0.33
H 1.46842 -1.01017 4.00623  0.25
H 1.05823 0.47639 4.76363  0.36
H 2.70816 0.16284 4.18411  0.37
H 1.38767 1.85028 2.60739  0.44
H 0.15067 0.87157 2.46782  0.17
H 1.91480 -0.98431 1.61347  0.28
H 2.97447 0.44417 1.26325  0.39
H 0.59504 1.26134 0.11942  0.38
H 1.71883 0.27629 -0.84833  0.38
H 0.36603 -2.13607 -1.29638  0.46
H -0.75412 -1.69778 1.48706  0.34
H -1.72965 0.82513 0.20497  0.47
H -2.50742 -1.44167 -1.73867  0.44
H -1.79949 2.34966 -3.83252  0.46
H -3.07760 -0.06658 -4.56154  0.33


# 3
ORCA calculation (ωB97M-V/def2-TZVPD) on a cluster of 2 separate species, C5H9NO in total.

Output
LUMO energy (alpha / beta) = -1.04 / -1.04 eV
gap between HOMO and LUMO (alpha / beta) = 8.78 / 8.82 eV

Last column: Mulliken charge in e.
Element x y z (Å)
C 2.83070 0.38385 0.25424  -0.72
O 1.47824 0.74092 0.38505  -0.30
C 0.63161 -0.37410 0.42062  -0.55
C -0.78268 0.17992 0.54758  -0.20
C -2.66437 0.67084 -1.80580  -0.48
C -1.79601 -0.87917 0.57288  0.17
N -2.59961 -1.71198 0.56481  -0.41
H 3.40751 1.31059 0.23011  0.25
H 3.01003 -0.17686 -0.67566  0.30
H 3.16690 -0.22920 1.10439  0.29
H 0.87175 -1.03009 1.27324  0.35
H 0.72400 -0.97447 -0.49927  0.33
H -0.86833 0.78386 1.45541  0.26
H -3.62025 0.80840 -1.25518  0.24
H -0.98934 0.83131 -0.31278  0.21
H -2.80015 -0.33383 -2.25964  0.24


# 4
ORCA calculation (ωB97M-V/def2-TZVPD) on a structure of composition C33H54B2Cl3EuN6O4PTe.

Output
LUMO energy (alpha / beta) = 3.41 / 3.68 eV
gap between HOMO and LUMO (alpha / beta) = 1.03 / 3.48 eV
total charge = -2
<S²> = 15.779
spin multiplicity = 8

Last column: Mulliken charge in e.
Element x y z (Å)
Eu 0.12164 1.61617 0.27324  0.79
C -0.65041 3.59876 -3.85241  -1.30
C 0.14796 2.80314 -3.03754  -0.27
N -0.37111 2.79136 -1.74198  0.22
N -1.50436 3.62645 -1.76612  0.19
C -1.70632 4.06324 -3.04071  -0.16
B -2.71121 3.40867 -0.79685  -0.10
N -2.40185 3.92613 0.65676  0.29
C -2.88724 5.08569 1.25273  -0.27
C -2.11002 5.34050 2.44103  -1.04
C -1.16141 4.25620 2.47559  -0.36
N -1.40233 3.42894 1.40105  -0.10
N -3.22936 1.92966 -0.69245  0.10
C -4.32609 1.29594 -1.19539  -0.12
C -4.20094 -0.10103 -1.07165  -1.18
C -2.85079 -0.25203 -0.52580  -0.21
N -2.32730 0.95923 -0.23700  0.12
H -0.51869 3.76706 -4.90804  0.35
H 1.02794 2.22876 -3.26289  0.65
H -2.46158 4.77644 -3.27483  0.49
H -3.58528 4.12924 -1.18954  -0.22
H -3.85078 5.48620 0.93535  0.38
H -2.16256 6.17415 3.13260  0.36
H -0.39415 3.94040 3.16480  0.51
H -5.11817 1.90203 -1.60752  0.47
H -4.92699 -0.88932 -1.38456  0.29
H -2.36145 -1.19846 -0.23587  0.45
Cl 6.77287 5.63957 2.48592  -0.27
C 5.45626 4.63323 2.10682  0.45
C 4.53757 5.06318 1.09396  -0.71
C 3.35957 4.37146 0.85010  0.55
Cl 2.15966 4.97493 -0.15786  -0.18
C 3.10968 3.13374 1.58984  -0.47
O 2.05227 2.41495 1.35998  -0.56
C 4.15374 2.64987 2.45898  0.47
Cl 4.06536 1.13322 3.17764  -0.19
C 5.29665 3.44630 2.79010  -0.71
H 4.71064 5.90885 0.42971  0.34
H 5.95943 3.09040 3.56451  0.41
C 5.00074 2.26826 -2.74762  -0.86
Te 4.53644 0.17443 -2.38012  -0.40
C 4.46457 -0.65452 -4.40948  0.02
H 5.62947 2.57188 -1.85948  0.24
H 4.06031 2.79492 -2.79216  0.22
H 5.66881 2.33062 -3.65657  0.31
H 4.52549 0.16716 -5.15605  0.25
H 3.38857 -0.99484 -4.48190  -0.31
H 5.22405 -1.43141 -4.53907  0.36
C 0.69465 -1.60329 -0.77136  -0.87
O 0.70385 -0.46782 -0.15264  -0.33
H 1.50182 -1.91074 -1.41858  0.34
H 1.32008 -0.88713 -3.44379  -0.36
H -0.16069 -2.29216 -0.75368  0.15
C -2.54851 -1.75722 6.37925  -1.62
C -2.19934 -0.94667 5.14738  0.82
C -3.39614 -0.80133 4.20093  -1.50
P -0.59907 -1.41451 4.28110  0.30
C 0.73878 -1.39968 5.68102  0.61
C 1.05330 0.05109 6.19684  -1.48
C 2.10403 -1.84985 5.09913  -1.82
C -0.57241 -3.25649 3.93143  0.77
C -1.33086 -3.71920 2.69886  -1.50
C -0.95005 -4.18564 5.07143  -1.58
H -2.93565 -1.09067 7.16530  0.35
H -1.65628 -2.20709 6.82436  0.32
H -3.36439 -2.48450 6.19337  0.34
H -2.01835 0.11562 5.46481  0.33
H -4.21168 -1.49315 4.38247  0.31
H -3.17560 -0.83225 3.15421  0.31
H -3.79258 0.20398 4.36774  0.39
H 0.34045 -2.08576 6.47204  0.11
H 1.34459 0.69832 5.32884  0.23
H 1.90893 0.07299 6.93155  0.43
H 0.24270 0.50687 6.71815  0.41
H 2.32133 -1.31083 4.21844  0.45
H 2.15961 -2.93876 4.85671  0.30
H 2.84695 -1.57405 5.85247  0.53
H 0.51555 -3.36709 3.67664  0.14
H -2.41208 -3.62874 2.87345  0.36
H -1.03625 -4.75149 2.42877  0.45
H -1.05879 -3.14437 1.81737  0.23
H -2.00563 -4.15031 5.19281  0.30
H -0.42192 -4.02053 6.03577  0.28
H -0.65023 -5.22631 4.80867  0.46
C 0.27809 -4.49055 -5.10919  -2.79
C 0.07317 -3.14457 -5.77738  4.45
C 0.29271 -3.29069 -7.26938  -3.17
O 1.23431 -2.25758 -5.20812  -1.35
B 0.59594 -1.65013 -4.11646  0.60
O -0.86496 -1.60483 -4.14134  -0.36
C -1.26042 -2.42037 -5.27728  2.64
C -2.32741 -3.33239 -4.57507  -2.03
C -1.85169 -1.52849 -6.34566  -2.50
H 1.35222 -4.77914 -5.16012  0.52
H -0.33130 -5.29542 -5.51274  0.36
H 0.10129 -4.37218 -4.03531  0.20
H 1.18606 -3.93020 -7.40566  0.58
H 0.47206 -2.31357 -7.71548  0.21
H -0.58501 -3.73533 -7.82903  0.42
H -1.87198 -3.92181 -3.76466  0.11
H -2.89436 -3.98317 -5.25589  0.43
H -3.08591 -2.66455 -4.13876  0.41
H -1.05255 -1.16358 -6.95740  0.54
H -2.40166 -0.65331 -5.96246  0.19
H -2.56800 -2.09912 -6.99309  0.33


# 5
ORCA calculation (ωB97M-V/def2-TZVPD) on a cluster of 2 separate species, C4H11NO2 in total.

Output
LUMO energy = 0.78 eV
gap between HOMO and LUMO = 10.18 eV
SMILES string = CC(=O)O.CCN

Last column: Mulliken charge in e.
Element x y z (Å)
C 1.61089 -0.23869 1.65623  -0.75
C 2.75842 0.57938 1.14505  0.65
O 3.90283 0.29008 0.93919  -0.56
O 2.32699 1.86275 0.91762  -0.46
H 0.71031 0.25092 1.30480  0.24
H 1.68454 -0.40272 2.72428  0.28
H 1.56975 -1.22190 1.18366  0.26
H 3.10904 2.38194 0.66528  0.33
C -2.20800 -1.36165 -0.60722  -1.04
C -1.86627 -0.20767 -1.55887  -0.37
N -0.85636 0.65147 -0.94510  -0.46
H -2.57650 -0.92695 0.29941  0.29
H -1.32220 -1.95121 -0.39719  0.25
H -3.03713 -1.95133 -1.00387  0.35
H -1.53431 -0.58636 -2.52011  0.32
H -2.80697 0.33155 -1.71766  0.25
H -1.28222 1.46228 -0.49832  0.21
H -0.18282 1.03809 -1.58718  0.20


# 6
ORCA calculation (ωB97M-V/def2-TZVPD) on a structure of composition C23H44InN4O3.

Output
LUMO energy = 1.68 eV
gap between HOMO and LUMO = 5.99 eV
total charge = -1

Last column: Mulliken charge in e.
Element x y z (Å)
C 1.90044 0.30468 2.21566  -1.07
C 2.91359 1.49057 2.01807  -0.37
C 2.41925 2.55004 1.01697  -0.76
C 1.60204 3.72798 1.65414  -0.14
O 1.45230 3.63182 3.04981  -0.75
In -0.62411 3.91030 3.43477  0.85
C -1.59752 1.97943 2.73757  -0.75
O -2.42234 2.30543 1.55346  -0.26
C -3.73575 2.10595 1.81108  0.45
C -4.39511 0.97884 0.96007  -0.73
O -4.33192 2.74728 2.60987  -0.56
H 1.23246 0.61356 3.03038  0.29
H 2.43067 -0.60729 2.53730  0.26
H 1.34477 0.07088 1.29701  0.27
H 3.12762 1.86996 3.02170  0.33
H 3.84904 1.06483 1.61769  0.36
H 3.30539 2.97981 0.51768  0.32
H 1.83148 2.08104 0.21219  0.35
H 2.08479 4.69106 1.39848  0.22
H 0.60042 3.72739 1.17409  0.05
H -1.12341 5.25813 2.34996  -0.37
H -0.96254 4.30876 5.13723  -0.38
H -0.83320 1.26579 2.39338  0.06
H -2.16447 1.48967 3.54127  0.51
H -3.74384 0.75163 0.10792  0.33
H -4.46376 0.08874 1.59915  0.32
H -5.38851 1.26216 0.59471  0.18
C 2.94598 -3.77672 0.62623  -1.14
C 4.19348 -3.99114 -0.22485  -0.55
C 5.16837 -2.81192 -0.15905  0.21
C 4.51668 -1.58994 -0.65449  0.18
N 4.00656 -0.64773 -1.03255  -0.44
H 2.36695 -2.91935 0.28062  0.32
H 2.29499 -4.65056 0.57352  0.35
H 3.20907 -3.61293 1.67298  0.30
H 3.89210 -4.16299 -1.26091  0.31
H 4.70652 -4.89397 0.11436  0.32
H 6.04778 -3.01590 -0.76922  -0.18
H 5.50073 -2.64677 0.86625  0.30
C -4.09948 3.84671 -1.30727  -0.63
C -4.08644 3.67054 -2.82083  -0.47
C -5.48905 3.71224 -3.43428  -0.57
C -6.30608 2.61836 -2.87617  0.22
N -6.92424 1.77898 -2.37962  -0.24
H -4.63948 3.04408 -0.80585  -0.09
H -3.08062 3.83767 -0.91882  0.28
H -4.56284 4.79516 -1.02805  0.33
H -3.60571 2.72048 -3.06515  0.29
H -3.47883 4.46062 -3.26744  0.32
H -5.43355 3.59481 -4.51736  0.29
H -5.96946 4.67204 -3.22126  0.27
C -7.05406 -1.84090 0.93983  -0.95
C -8.36638 -1.24629 1.43763  -0.41
C -9.24947 -0.72060 0.30382  -0.56
C -8.54225 0.34979 -0.42404  0.18
N -7.95260 1.16138 -0.99457  -0.19
H -6.44102 -1.09261 0.43594  0.15
H -6.47067 -2.22831 1.77601  0.33
H -7.23535 -2.66274 0.24312  0.33
H -8.14736 -0.43808 2.13838  0.29
H -8.91768 -2.01039 1.99071  0.31
H -10.17948 -0.31716 0.70484  0.27
H -9.50168 -1.53073 -0.38893  0.25
C 8.59172 -3.48280 -3.70894  -1.05
C 9.98212 -3.82961 -3.18770  -0.42
C 9.94912 -4.78867 -1.99297  -0.43
C 9.21434 -4.18223 -0.87267  0.26
N 8.64204 -3.71198 -0.01116  -0.40
H 7.99860 -2.96361 -2.95470  0.26
H 8.66380 -2.82377 -4.57400  0.33
H 8.05100 -4.38191 -4.01219  0.30
H 10.49626 -2.90864 -2.90611  0.30
H 10.56121 -4.28700 -3.99245  0.31
H 10.96327 -5.01730 -1.66465  0.29
H 9.46326 -5.72604 -2.26762  0.27


Number 1: F_max 3.96 eV/Å, E -134767.7462 eV. Number 2: F_max 3.69 eV/Å, E -22308.5477 eV. Number 3: F_max 1.10 eV/Å, E -8862.9207 eV. Number 4: F_max 3.80 eV/Å, E -127057.4453 eV. Number 5: F_max 1.09 eV/Å, E -9911.6773 eV. Number 6: F_max 7.80 eV/Å, E -41836.5552 eV.